C40H76F12HgN6O12S4 | ωB97M-V/def2-TZVPD

ORCA input file:
```
! wB97M-V def2-TZVPD RIJCOSX def2/J DEFGRID3
* xyz 0 1
Hg -0.08 0.78 -0.56
C -3.44 2.90 0.57
F -3.77 1.63 0.53
F -4.30 3.63 -0.12
F -3.38 3.31 1.90
S -1.75 3.22 -0.42
O -1.73 2.20 -1.42
O -1.74 4.60 -0.87
N -0.57 2.62 0.62
S -0.05 3.91 1.39
O 0.94 4.66 0.62
O -1.12 4.75 2.06
C 0.95 3.15 2.84
F 1.75 2.09 2.49
F 1.78 4.12 3.34
F 0.19 2.77 3.86
C -0.11 -1.04 3.02
F 0.89 -1.24 3.92
F -1.23 -1.65 3.29
F -0.36 0.30 2.88
S 0.64 -1.74 1.40
O 1.71 -0.82 1.01
O 0.94 -3.12 1.62
N -0.61 -1.26 0.14
S -1.29 -2.60 -0.16
O -0.50 -3.51 -0.94
O -1.93 -3.17 1.01
C -2.68 -1.91 -1.41
F -3.91 -2.13 -0.88
F -2.57 -0.62 -1.56
F -2.54 -2.49 -2.54
C 2.51 2.24 -0.85
C 3.06 1.31 -1.93
C 4.04 0.31 -1.28
C 4.54 -0.82 -2.27
C 3.27 -1.55 -2.76
C 2.14 -0.59 -3.36
N 1.87 0.49 -2.37
O 0.72 1.19 -2.70
C 2.59 -0.17 -4.77
C 0.96 -1.51 -3.48
C 3.76 2.15 -3.10
H 3.39 2.79 -0.53
H 2.19 1.66 0.01
H 1.74 2.96 -1.15
H 4.88 0.78 -0.77
H 3.53 -0.20 -0.45
H 5.26 -1.49 -1.81
H 5.06 -0.36 -3.11
H 2.83 -2.25 -2.05
H 3.59 -2.23 -3.55
H 3.57 0.30 -4.84
H 2.58 -0.94 -5.54
H 1.93 0.58 -5.20
H 0.13 -0.86 -3.79
H 1.13 -2.34 -4.16
H 0.50 -1.86 -2.56
H 3.22 2.46 -3.99
H 4.64 1.64 -3.50
H 3.96 3.15 -2.71
H 0.83 1.29 -3.65
C -3.79 -1.14 -5.82
C -3.64 -0.22 -7.06
C -4.89 0.69 -7.33
C -5.06 1.86 -6.37
C -3.64 2.63 -6.32
C -2.49 1.77 -5.94
N -2.44 0.63 -6.87
O -1.30 -0.19 -6.64
C -1.21 2.63 -6.35
C -2.37 1.60 -4.37
C -3.45 -0.96 -8.37
H -2.86 -1.47 -5.37
H -4.27 -2.06 -6.13
H -4.41 -0.64 -5.07
H -4.89 1.21 -8.29
H -5.73 0.00 -7.25
H -5.35 1.62 -5.35
H -5.83 2.51 -6.79
H -3.57 3.49 -5.65
H -3.57 3.13 -7.29
H -1.31 3.63 -5.92
H -0.26 2.18 -6.07
H -1.23 2.81 -7.43
H -2.31 2.63 -4.02
H -3.10 1.05 -3.78
H -1.52 0.97 -4.13
H -2.97 -0.44 -9.20
H -4.41 -1.41 -8.62
H -2.78 -1.82 -8.37
H -0.81 0.05 -7.43
C 9.01 0.74 4.36
C 7.59 0.46 4.93
C 7.00 1.76 5.52
C 5.45 1.74 5.70
C 4.88 1.41 4.38
C 5.32 0.01 3.80
N 6.76 -0.11 3.85
O 7.25 -1.24 3.24
C 4.63 -1.07 4.72
C 4.87 -0.02 2.39
C 7.84 -0.57 6.00
H 8.96 1.40 3.49
H 9.58 -0.11 3.99
H 9.64 1.38 4.99
H 7.40 1.86 6.53
H 7.36 2.66 5.01
H 5.02 2.68 6.05
H 5.06 0.98 6.38
H 5.01 2.32 3.79
H 3.80 1.33 4.45
H 4.66 -2.02 4.18
H 5.14 -1.12 5.68
H 3.60 -0.80 4.97
H 3.79 -0.07 2.31
H 5.22 0.89 1.90
H 5.28 -0.94 1.97
H 8.00 -1.63 5.80
H 6.95 -0.49 6.63
H 8.66 -0.24 6.64
H 7.25 -1.87 3.97
C -4.50 0.44 3.34
C -5.12 -1.03 3.24
C -4.64 -1.73 1.94
C -4.97 -3.19 1.88
C -4.33 -3.94 3.04
C -4.60 -3.22 4.46
N -4.61 -1.73 4.40
O -4.82 -1.15 5.63
C -5.96 -3.77 4.87
C -3.59 -3.75 5.48
C -6.68 -0.86 3.20
H -4.89 1.22 2.69
H -3.42 0.33 3.23
H -4.61 0.90 4.33
H -5.13 -1.19 1.13
H -3.56 -1.73 1.83
H -4.73 -3.60 0.90
H -6.04 -3.37 1.86
H -3.27 -3.92 2.75
H -4.66 -4.97 2.91
H -6.70 -3.69 4.08
H -5.96 -4.86 4.88
H -6.33 -3.20 5.72
H -3.45 -4.82 5.34
H -2.66 -3.18 5.44
H -3.94 -3.66 6.51
H -6.98 -0.10 2.47
H -6.97 -0.41 4.15
H -7.24 -1.79 3.16
H -5.68 -1.53 5.78
*
```

LUMO level: -1.56 eV
gap between HOMO and LUMO: 6.41 eV

***

CBrCl2NO2 | ωB97M-V/def2-TZVPD

ORCA input file:
```
! wB97M-V def2-TZVPD RIJCOSX def2/J DEFGRID3
* xyz 0 1
C 0.80 -1.02 -0.20
N -1.03 1.20 0.56
O -1.57 1.44 1.56
O -1.04 1.74 -0.51
Cl -0.53 -1.54 -1.23
Cl 1.53 -2.03 0.90
Br 1.85 0.22 -1.08
*
```

LUMO level (spin up / spin down): -0.93 / -1.65 eV
gap between HOMO and LUMO (spin up / spin down): 9.56 / 6.98 eV

***

C8H11N3O3P | ωB97M-V/def2-TZVPD

ORCA input file:
```
! wB97M-V def2-TZVPD RIJCOSX def2/J DEFGRID3
* xyz -1 1
N 1.29 -0.70 -1.55
P 1.94 -0.67 0.07
N 3.59 -0.52 -0.20
O 1.42 -1.87 0.83
N 1.61 0.73 0.88
C 0.37 0.63 1.67
C -0.80 0.32 0.83
C -0.91 0.76 -0.48
C -2.09 0.51 -1.17
C -3.00 -0.36 -0.62
C -2.97 -0.73 0.69
C -1.83 -0.34 1.44
C 1.67 2.02 0.20
O 2.22 1.95 -0.93
O 1.20 2.98 0.80
H 0.32 -0.86 -1.53
H 1.23 0.36 -1.87
H 3.84 0.42 -0.63
H 3.71 -1.19 -0.85
H 0.24 1.61 2.34
H 0.60 -0.18 2.48
H -0.25 1.51 -0.91
H -2.04 0.69 -2.26
H -3.90 -0.69 -1.20
H -3.73 -1.42 1.20
H -1.81 -0.54 2.49
*
```

SMILES: NP(N)(=O)N(Cc1ccccc1)C(=O)[O-]
LUMO level: 3.37 eV
gap between HOMO and LUMO: 8.69 eV

***

Per-record energy above the lowest of the compared OMol25 structures with the same formula, charge and spin, kcal/mol: 104.1; 40.3; 0.0